Formula: C3H9N4
Source: the Open Molecules 2025 dataset
Level of theory: ωB97M-V with the def2-TZVPD basis set

Last column: natural (NBO) charge in e.
Element x y z (Å)
N: 1.53 0.78 1.55  -0.61
N: 0.48 0.24 0.91  -0.13
C: -0.80 0.43 1.15  0.28
N: -1.67 -0.02 0.10  -0.48
N: -1.40 -0.46 -1.49  -0.35
C: 0.01 -0.06 -1.63  -0.25
C: 0.85 -0.58 -0.24  -0.23
H: 2.46 0.48 1.35  0.40
H: 1.41 0.86 2.53  0.39
H: -1.37 1.09 1.84  0.27
H: -2.57 0.27 0.05  0.41
H: -1.71 -1.34 -1.56  0.37
H: -0.04 0.99 -1.92  0.24
H: 0.36 -0.59 -2.51  0.24
H: 0.52 -1.56 0.02  0.23
H: 1.93 -0.53 -0.17  0.23

Calculated values
- DFT total energy (eV) = -9206.49015
- total charge = +1
- relative energy (zero: lowest compared OMol25 entry of this formula, charge and spin) (eV) = 5.131